Computed, not measured: a molecular structure, C25H26F6IrN5O5S4Si, with wB97M-V/def2-TZVPD.

CARTESIAN COORDINATES (ANGSTROEM)
Ir -0.132 0.541 0.812
C -3.474 -0.606 4.689
S -3.804 0.865 3.705
C -2.475 0.886 2.599
S -1.272 -0.356 2.634
N -2.493 1.918 1.793
N -1.454 1.955 0.928
C -1.239 3.001 0.208
C -0.095 2.960 -0.694
C 0.266 4.005 -1.523
C 1.361 3.841 -2.361
C 2.059 2.646 -2.345
C 1.651 1.640 -1.482
N 0.602 1.798 -0.683
H -4.316 -0.668 5.378
H -2.557 -0.488 5.259
H -3.438 -1.505 4.080
H -1.881 3.864 0.318
H -0.299 4.927 -1.506
H 1.664 4.643 -3.019
H 2.917 2.486 -2.982
H 2.171 0.692 -1.409
C -3.107 -1.405 -2.592
Si -2.796 -0.025 -1.380
C -4.277 0.373 -0.324
C -2.329 1.463 -2.407
N -1.380 -0.566 -0.371
C -1.189 -1.924 -0.331
C -2.234 -2.810 0.003
C -2.016 -4.161 0.086
C -0.757 -4.679 -0.230
C 0.275 -3.853 -0.638
C 0.069 -2.482 -0.694
O 0.960 -1.597 -1.191
C 2.106 -2.058 -1.848
C 2.087 -2.038 -3.230
C 3.226 -2.430 -3.921
C 4.357 -2.831 -3.227
C 4.356 -2.838 -1.838
C 3.227 -2.447 -1.133
H -3.874 -1.070 -3.295
H -3.440 -2.347 -2.158
H -2.198 -1.598 -3.168
H -5.149 0.469 -0.976
H -4.147 1.321 0.201
H -4.509 -0.383 0.428
H -3.031 1.457 -3.247
H -1.325 1.408 -2.831
H -2.455 2.419 -1.903
H -3.199 -2.389 0.262
H -2.812 -4.822 0.398
H -0.588 -5.746 -0.182
H 1.225 -4.270 -0.938
H 1.189 -1.729 -3.750
H 3.225 -2.424 -5.003
H 5.243 -3.136 -3.766
H 5.241 -3.145 -1.297
H 3.213 -2.427 -0.053
F 2.845 -1.695 3.621
C 2.567 -0.416 3.858
F 3.531 0.123 4.570
F 1.415 -0.327 4.495
S 2.473 0.431 2.184
O 1.987 -0.598 1.274
O 3.734 1.051 1.980
N 1.215 1.444 2.154
S 1.253 2.812 3.048
O 1.942 2.554 4.265
O -0.052 3.377 2.995
C 2.350 4.007 2.100
F 3.532 4.093 2.668
F 2.492 3.619 0.829
F 1.759 5.197 2.107

Results
Multiplicity   2
HOMO-LUMO gap (alpha / beta)   7.1 / 6.2 eV
Charge   +1
Highest occupied orbital energy (alpha / beta)   -11.25 / -11.28 eV
Energy above the lowest of the compared OMol25 structures with the same formula, charge and spin   0.105 eV
Molecular weight   939.07 g mol⁻¹
E_tot   -114392.2647 eV
E_LUMO (alpha / beta)   -4.11 / -5.12 eV

Computed, not measured: a molecular structure, C25H26FN4O2Ti, with wB97M-V/def2-TZVPD.

CARTESIAN COORDINATES (ANGSTROEM)
Ti -0.941 -0.096 1.374
C -2.177 -1.210 4.151
O -1.401 -1.356 2.920
C -0.547 -2.492 2.808
C -0.802 -3.681 3.454
C 0.114 -4.711 3.284
C 1.245 -4.538 2.493
C 1.491 -3.329 1.863
C 0.585 -2.291 2.026
N 0.739 -0.977 1.489
N 1.984 -0.565 1.325
C 2.285 0.672 1.050
C 1.296 1.741 0.945
O 0.022 1.421 1.002
C 1.693 3.059 0.832
C 3.045 3.356 0.790
C 4.060 2.379 0.836
C 5.416 2.755 0.775
C 6.399 1.795 0.819
C 6.041 0.450 0.930
C 4.711 0.057 0.996
C 3.707 1.013 0.952
H -2.952 -1.970 4.175
H -2.632 -0.223 4.118
H -1.504 -1.295 5.001
H -1.670 -3.819 4.081
H -0.058 -5.657 3.779
H 1.946 -5.352 2.375
H 2.379 -3.176 1.267
H 0.945 3.838 0.801
H 3.343 4.396 0.718
H 5.671 3.804 0.698
H 7.442 2.075 0.772
H 6.815 -0.305 0.969
H 4.461 -0.990 1.085
N -2.578 2.505 -5.931
C -2.522 2.920 -4.476
C -1.944 1.812 -3.588
N -1.886 2.180 -2.180
H -2.935 3.263 -6.519
H -3.192 1.699 -6.072
H -1.653 2.253 -6.290
H -3.542 3.171 -4.190
H -1.916 3.824 -4.436
H -0.936 1.559 -3.923
H -2.552 0.908 -3.687
H -2.802 2.456 -1.842
H -1.263 2.967 -2.039
F -4.858 -2.229 -2.492
C -3.870 -1.821 -1.710
C -4.166 -0.949 -0.676
C -3.106 -0.522 0.110
C -1.803 -0.958 -0.143
C -1.541 -1.853 -1.183
C -2.584 -2.290 -1.973
H -5.187 -0.643 -0.497
H -3.343 0.185 0.920
H -0.537 -2.218 -1.358
H -2.437 -2.998 -2.778

Results
Multiplicity   1
HOMO-LUMO gap   5.8 eV
Charge   +3
Highest occupied orbital energy   -16.00 eV
Energy above the lowest of the compared OMol25 structures with the same formula, charge and spin   0.678 eV
Molecular weight   481.37 g mol⁻¹
E_tot   -62209.1062 eV
E_LUMO   -10.16 eV

Computed, not measured: a molecular structure, C25H26FN6O3PtS2 at a distorted geometry, with wB97M-V/def2-TZVPD.

CARTESIAN COORDINATES (ANGSTROEM)
Pt -0.723 -0.224 3.843
C -2.987 3.850 6.287
S -1.213 3.580 6.590
C -1.067 2.040 5.745
S -1.237 2.030 4.009
N -0.842 0.984 6.464
N -0.744 -0.161 5.774
C -0.529 -1.290 6.384
C -0.424 -2.459 5.565
C -0.168 -3.740 6.060
C -0.076 -4.798 5.185
C -0.243 -4.572 3.820
C -0.495 -3.284 3.392
N -0.591 -2.261 4.233
H -3.247 4.773 6.800
H -3.552 3.022 6.708
H -3.177 3.943 5.222
H -0.450 -1.304 7.462
H -0.044 -3.870 7.126
H 0.126 -5.796 5.548
H -0.175 -5.380 3.107
H -0.629 -3.054 2.343
F -2.992 -0.309 -2.482
C -1.690 -0.102 -2.166
C -1.365 -0.205 -0.842
C -0.046 -0.068 -0.411
C 0.263 -0.197 1.013
O -0.727 -0.357 1.774
C 1.652 -0.148 1.344
C 2.547 0.085 0.342
N 2.249 0.297 -0.962
C 3.330 0.457 -1.908
C 4.444 1.392 -1.561
C 3.486 1.751 -2.655
C 0.940 0.185 -1.375
C 0.580 0.326 -2.717
C -0.730 0.183 -3.151
N -1.007 0.387 -4.534
C -2.398 0.422 -4.997
C -2.415 0.812 -6.484
N -1.143 1.537 -6.778
C 0.009 0.584 -6.730
C -0.173 -0.319 -5.498
C 2.335 -0.423 2.707
O 3.536 -0.691 2.630
O 1.639 -0.329 3.754
H -2.147 -0.413 -0.123
H 3.596 0.086 0.605
H 3.583 -0.465 -2.420
H 5.453 1.103 -1.816
H 4.362 1.942 -0.634
H 3.831 1.705 -3.679
H 2.770 2.538 -2.456
H 1.350 0.577 -3.433
H -2.935 1.166 -4.415
H -2.907 -0.538 -4.885
H -3.265 1.452 -6.706
H -2.452 -0.059 -7.135
H -1.007 2.223 -6.032
H -1.179 2.025 -7.671
H 0.926 1.168 -6.670
H 0.017 0.003 -7.650
H 0.800 -0.541 -5.074
H -0.633 -1.274 -5.786

Results
Multiplicity   1
HOMO-LUMO gap (alpha / beta)   5.3 / 5.3 eV
Charge   +1
Highest occupied orbital energy (alpha / beta)   -8.64 / -8.64 eV
Energy above the lowest of the compared OMol25 structures with the same formula, charge and spin   0.301 eV
Molecular weight   736.73 g mol⁻¹
E_tot   -69057.3133 eV
E_LUMO (alpha / beta)   -3.36 / -3.36 eV

Computed, not measured: a molecular structure, C25H26IN10O2Ti, with wB97M-V/def2-TZVPD.

CARTESIAN COORDINATES (ANGSTROEM)
Ti -0.396 0.157 -0.364
C 2.127 -3.457 0.441
C 1.563 -2.749 1.630
N 1.994 -3.126 2.837
C 1.506 -2.564 3.929
C 0.554 -1.539 3.938
C 0.118 -0.984 5.271
O -1.268 -0.676 5.241
C 0.114 -1.090 2.687
C -0.863 -0.025 2.590
N -1.259 0.577 1.505
C -2.398 1.453 1.646
C -3.400 1.175 2.572
C -4.481 2.032 2.714
C -4.589 3.165 1.922
C -3.622 3.435 0.963
C -2.549 2.572 0.834
I -1.120 2.973 -0.642
C 0.622 -1.736 1.552
O 0.168 -1.313 0.329
H 1.901 -4.521 0.515
H 3.213 -3.363 0.446
H 1.735 -3.078 -0.500
H 1.891 -2.943 4.869
H 0.712 -0.092 5.506
H 0.337 -1.732 6.034
H -1.590 -0.585 6.146
H -1.309 0.274 3.536
H -3.352 0.277 3.176
H -5.245 1.805 3.444
H -5.429 3.836 2.036
H -3.711 4.310 0.332
N 1.660 1.958 1.786
C 2.301 1.427 0.732
N 3.613 1.411 0.754
C 4.232 0.923 -0.326
N 5.542 0.829 -0.326
N 3.577 0.537 -1.467
C 2.290 0.548 -1.390
N 1.548 0.918 -0.302
C 1.502 0.185 -2.591
C 2.095 0.042 -3.825
C 1.285 -0.200 -4.928
C -0.086 -0.281 -4.750
C -0.608 -0.136 -3.480
N 0.165 0.093 -2.406
H 2.248 2.412 2.471
H 0.727 2.319 1.674
H 6.069 1.129 0.481
H 6.028 0.499 -1.145
H 3.169 0.132 -3.908
H 1.721 -0.312 -5.913
H -0.752 -0.454 -5.584
H -1.670 -0.197 -3.301
C -4.749 -2.878 -1.059
N -4.440 -1.486 -1.461
C -5.468 -0.721 -2.204
C -3.306 -0.964 -1.190
N -2.267 -0.486 -0.942
H -5.522 -2.862 -0.294
H -3.851 -3.357 -0.680
H -5.103 -3.415 -1.937
H -5.538 -1.105 -3.220
H -5.206 0.333 -2.212
H -6.418 -0.854 -1.692

Results
Multiplicity   1
HOMO-LUMO gap   6.6 eV
Charge   +3
Highest occupied orbital energy   -16.98 eV
Molecular weight   673.32 g mol⁻¹
E_tot   -76538.6105 eV
E_LUMO   -10.38 eV

Computed, not measured: C25H26N2O2 in the gas phase, with wB97M-V/def2-TZVPD.

CARTESIAN COORDINATES (ANGSTROEM)
C -6.579 -6.438 2.038
C -7.005 -5.072 2.570
O -6.815 -4.036 1.629
C -5.561 -3.554 1.396
C -5.466 -2.604 0.376
C -4.256 -2.030 0.061
C -3.099 -2.386 0.754
N -1.896 -1.775 0.382
C -0.654 -1.920 0.928
O -0.400 -2.619 1.889
C 0.396 -1.108 0.244
C 0.386 -0.843 -1.124
C 1.405 -0.107 -1.696
C 2.449 0.386 -0.921
C 3.540 1.193 -1.572
N 2.961 2.225 -2.418
C 3.897 2.805 -3.359
C 5.062 3.540 -2.685
C 4.593 4.386 -1.531
C 5.463 5.301 -0.948
C 5.068 6.069 0.130
C 3.789 5.926 0.645
C 2.919 5.017 0.074
C 3.308 4.244 -1.013
C 2.333 3.277 -1.639
C 2.462 0.114 0.440
C 1.453 -0.635 1.015
C -3.190 -3.330 1.770
C -4.407 -3.907 2.086
H -6.794 -7.203 2.779
H -5.516 -6.452 1.811
H -7.128 -6.664 1.126
H -6.489 -4.842 3.511
H -8.082 -5.068 2.761
H -6.364 -2.331 -0.155
H -4.203 -1.296 -0.731
H -1.985 -1.111 -0.374
H -0.396 -1.240 -1.757
H 1.400 0.102 -2.755
H 4.207 1.601 -0.795
H 4.131 0.532 -2.215
H 4.277 2.011 -4.008
H 3.332 3.507 -3.979
H 5.578 4.165 -3.418
H 5.791 2.813 -2.312
H 6.460 5.407 -1.351
H 5.755 6.776 0.570
H 3.474 6.520 1.490
H 1.921 4.899 0.472
H 1.711 2.815 -0.868
H 1.665 3.833 -2.311
H 3.270 0.488 1.054
H 1.463 -0.862 2.070
H -2.305 -3.611 2.314
H -4.433 -4.632 2.884

Results
Multiplicity   1
HOMO-LUMO gap   8.5 eV
Charge   0
Highest occupied orbital energy   -7.83 eV
Energy above the lowest of the compared OMol25 structures with the same formula, charge and spin   0.000 eV
Molecular weight   386.49 g mol⁻¹
E_tot   -33422.8933 eV
E_LUMO   0.69 eV
SMILES   CCOc1ccc(NC(=O)c2ccc(CN3CCc4ccccc4C3)cc2)cc1

Computed, not measured: C25H26N2O2S in the gas phase, with wB97M-V/def2-TZVPD.

CARTESIAN COORDINATES (ANGSTROEM)
O -0.128 4.159 0.976
C -0.322 2.964 0.879
N -1.454 2.408 1.407
C -2.004 1.137 1.224
C -1.854 0.427 0.037
C -2.440 -0.815 -0.106
C -3.193 -1.375 0.919
C -3.897 -2.675 0.733
S -5.724 -2.408 0.744
C -5.804 -0.946 -0.269
C -5.289 -0.950 -1.556
C -5.318 0.211 -2.306
C -5.874 1.366 -1.782
C -6.411 1.357 -0.505
C -6.374 0.203 0.256
C -3.356 -0.653 2.097
C -2.772 0.586 2.250
C 0.670 2.041 0.264
C 1.298 2.413 -0.919
C 2.272 1.604 -1.475
C 2.648 0.423 -0.850
C 3.705 -0.472 -1.435
N 4.667 -0.864 -0.420
C 5.547 -1.929 -0.866
C 6.455 -2.337 0.295
O 7.219 -1.250 0.758
C 6.378 -0.197 1.168
C 5.466 0.263 0.032
C 2.036 0.068 0.348
C 1.057 0.866 0.904
H -1.993 3.045 1.982
H -1.294 0.854 -0.780
H -2.314 -1.352 -1.035
H -3.621 -3.161 -0.202
H -3.729 -3.359 1.563
H -4.873 -1.856 -1.970
H -4.910 0.212 -3.306
H -5.894 2.271 -2.370
H -6.852 2.254 -0.096
H -6.780 0.185 1.256
H -3.958 -1.067 2.892
H -2.909 1.140 3.167
H 1.014 3.340 -1.394
H 2.750 1.899 -2.398
H 3.229 -1.387 -1.806
H 4.191 0.027 -2.293
H 4.943 -2.785 -1.174
H 6.173 -1.610 -1.719
H 7.167 -3.101 -0.021
H 5.832 -2.730 1.113
H 7.035 0.613 1.489
H 5.757 -0.524 2.016
H 4.799 1.049 0.391
H 6.085 0.669 -0.789
H 2.350 -0.838 0.843
H 0.599 0.585 1.841

Results
Multiplicity   1
HOMO-LUMO gap   8.9 eV
Charge   0
Highest occupied orbital energy   -8.34 eV
Energy above the lowest of the compared OMol25 structures with the same formula, charge and spin   0.000 eV
Molecular weight   418.56 g mol⁻¹
E_tot   -44257.8265 eV
E_LUMO   0.54 eV
SMILES   O=C(Nc1ccc(CSc2ccccc2)cc1)c1ccc(CN2CCOCC2)cc1

Please write out number 3 again, unchanged.
Computed, not measured: a molecular structure, C25H26FN6O3PtS2 at a distorted geometry, with wB97M-V/def2-TZVPD.

CARTESIAN COORDINATES (ANGSTROEM)
Pt -0.723 -0.224 3.843
C -2.987 3.850 6.287
S -1.213 3.580 6.590
C -1.067 2.040 5.745
S -1.237 2.030 4.009
N -0.842 0.984 6.464
N -0.744 -0.161 5.774
C -0.529 -1.290 6.384
C -0.424 -2.459 5.565
C -0.168 -3.740 6.060
C -0.076 -4.798 5.185
C -0.243 -4.572 3.820
C -0.495 -3.284 3.392
N -0.591 -2.261 4.233
H -3.247 4.773 6.800
H -3.552 3.022 6.708
H -3.177 3.943 5.222
H -0.450 -1.304 7.462
H -0.044 -3.870 7.126
H 0.126 -5.796 5.548
H -0.175 -5.380 3.107
H -0.629 -3.054 2.343
F -2.992 -0.309 -2.482
C -1.690 -0.102 -2.166
C -1.365 -0.205 -0.842
C -0.046 -0.068 -0.411
C 0.263 -0.197 1.013
O -0.727 -0.357 1.774
C 1.652 -0.148 1.344
C 2.547 0.085 0.342
N 2.249 0.297 -0.962
C 3.330 0.457 -1.908
C 4.444 1.392 -1.561
C 3.486 1.751 -2.655
C 0.940 0.185 -1.375
C 0.580 0.326 -2.717
C -0.730 0.183 -3.151
N -1.007 0.387 -4.534
C -2.398 0.422 -4.997
C -2.415 0.812 -6.484
N -1.143 1.537 -6.778
C 0.009 0.584 -6.730
C -0.173 -0.319 -5.498
C 2.335 -0.423 2.707
O 3.536 -0.691 2.630
O 1.639 -0.329 3.754
H -2.147 -0.413 -0.123
H 3.596 0.086 0.605
H 3.583 -0.465 -2.420
H 5.453 1.103 -1.816
H 4.362 1.942 -0.634
H 3.831 1.705 -3.679
H 2.770 2.538 -2.456
H 1.350 0.577 -3.433
H -2.935 1.166 -4.415
H -2.907 -0.538 -4.885
H -3.265 1.452 -6.706
H -2.452 -0.059 -7.135
H -1.007 2.223 -6.032
H -1.179 2.025 -7.671
H 0.926 1.168 -6.670
H 0.017 0.003 -7.650
H 0.800 -0.541 -5.074
H -0.633 -1.274 -5.786

Results
Multiplicity   1
HOMO-LUMO gap (alpha / beta)   5.3 / 5.3 eV
Charge   +1
Highest occupied orbital energy (alpha / beta)   -8.64 / -8.64 eV
Energy above the lowest of the compared OMol25 structures with the same formula, charge and spin   0.301 eV
Molecular weight   736.73 g mol⁻¹
E_tot   -69057.3133 eV
E_LUMO (alpha / beta)   -3.36 / -3.36 eV

> Among the records above, which one has the lowest molecular weight?

C25H26N2O2

> Which value of molecular weight does entry 2 give?

481.37 g mol⁻¹

Please write out number 2 again, unchanged.
Computed, not measured: a molecular structure, C25H26FN4O2Ti, with wB97M-V/def2-TZVPD.

CARTESIAN COORDINATES (ANGSTROEM)
Ti -0.941 -0.096 1.374
C -2.177 -1.210 4.151
O -1.401 -1.356 2.920
C -0.547 -2.492 2.808
C -0.802 -3.681 3.454
C 0.114 -4.711 3.284
C 1.245 -4.538 2.493
C 1.491 -3.329 1.863
C 0.585 -2.291 2.026
N 0.739 -0.977 1.489
N 1.984 -0.565 1.325
C 2.285 0.672 1.050
C 1.296 1.741 0.945
O 0.022 1.421 1.002
C 1.693 3.059 0.832
C 3.045 3.356 0.790
C 4.060 2.379 0.836
C 5.416 2.755 0.775
C 6.399 1.795 0.819
C 6.041 0.450 0.930
C 4.711 0.057 0.996
C 3.707 1.013 0.952
H -2.952 -1.970 4.175
H -2.632 -0.223 4.118
H -1.504 -1.295 5.001
H -1.670 -3.819 4.081
H -0.058 -5.657 3.779
H 1.946 -5.352 2.375
H 2.379 -3.176 1.267
H 0.945 3.838 0.801
H 3.343 4.396 0.718
H 5.671 3.804 0.698
H 7.442 2.075 0.772
H 6.815 -0.305 0.969
H 4.461 -0.990 1.085
N -2.578 2.505 -5.931
C -2.522 2.920 -4.476
C -1.944 1.812 -3.588
N -1.886 2.180 -2.180
H -2.935 3.263 -6.519
H -3.192 1.699 -6.072
H -1.653 2.253 -6.290
H -3.542 3.171 -4.190
H -1.916 3.824 -4.436
H -0.936 1.559 -3.923
H -2.552 0.908 -3.687
H -2.802 2.456 -1.842
H -1.263 2.967 -2.039
F -4.858 -2.229 -2.492
C -3.870 -1.821 -1.710
C -4.166 -0.949 -0.676
C -3.106 -0.522 0.110
C -1.803 -0.958 -0.143
C -1.541 -1.853 -1.183
C -2.584 -2.290 -1.973
H -5.187 -0.643 -0.497
H -3.343 0.185 0.920
H -0.537 -2.218 -1.358
H -2.437 -2.998 -2.778

Results
Multiplicity   1
HOMO-LUMO gap   5.8 eV
Charge   +3
Highest occupied orbital energy   -16.00 eV
Energy above the lowest of the compared OMol25 structures with the same formula, charge and spin   0.678 eV
Molecular weight   481.37 g mol⁻¹
E_tot   -62209.1062 eV
E_LUMO   -10.16 eV